The following is a quantum chemistry calculation of a cluster of 2 separate species, CH3N3O in total in a non-equilibrium geometry, from the Open Molecules 2025 dataset.

The frontier orbital gap (alpha / beta) comes out at 8.733 / 8.846 eV. The total charge is 0. The HOMO energy (alpha / beta) is -7.92 / -10.54 eV. As for the spin multiplicity: 3. The value obtained for the LUMO energy (alpha / beta) is 0.82 / -1.70 eV.

Structure (XYZ):
```
8
Properties=species:S:1:pos:R:3:mulliken_charge:R:1
C -0.290 1.965 0.609 0.404
N 0.619 -1.699 0.223 -0.208
N -0.676 1.018 0.036 -0.353
N -0.321 -1.407 -0.437 -0.331
O 0.122 3.014 0.908 -0.456
H 1.598 -1.726 -0.037 0.252
H -0.741 0.027 0.102 0.414
H -0.311 -1.194 -1.404 0.277
```

---

The following is a quantum chemistry calculation of the molecule CH3N3O2 in a non-equilibrium geometry, from the Open Molecules 2025 dataset.

The frontier orbital gap comes out at 10.661 eV. The total charge is 0. The HOMO energy is -9.81 eV. As for the spin multiplicity: 1. The value obtained for the LUMO energy is 0.85 eV.

Structure (XYZ):
```
9
Properties=species:S:1:pos:R:3:mulliken_charge:R:1
C -1.974 -1.412 0.293 -0.178
N -1.668 -0.275 0.208 0.155
N 1.219 -0.770 -0.291 -0.276
N 0.029 1.135 0.365 -0.132
O -1.347 1.015 -0.111 -0.104
O 0.991 0.547 -0.589 -0.204
H 0.673 -1.381 -0.686 0.229
H 1.744 -1.020 0.521 0.224
H 0.333 2.160 0.290 0.286
```

---

The following is a quantum chemistry calculation of a structure of composition CH3N3O2 in a non-equilibrium geometry, from the Open Molecules 2025 dataset.

The frontier orbital gap (alpha / beta) comes out at 8.711 / 8.710 eV. The total charge is 0. The HOMO energy (alpha / beta) is -8.86 / -8.86 eV. As for the spin multiplicity: 1. The value obtained for the LUMO energy (alpha / beta) is -0.15 / -0.15 eV.

Structure (XYZ):
```
9
Properties=species:S:1:pos:R:3:mulliken_charge:R:1
C 0.271 0.296 0.902 -0.154
N -0.145 -0.263 -1.277 -0.395
N 1.114 -0.438 1.510 -0.242
N -1.214 0.176 -1.689 1.137
O -2.085 0.898 -1.340 -0.589
O -1.050 -0.476 -2.800 -0.506
H 0.171 1.339 1.210 0.242
H 1.714 -0.132 2.280 0.247
H 1.224 -1.400 1.204 0.259
```

---

The following is a quantum chemistry calculation of the molecule CH3N3O2S in a non-equilibrium geometry, from the Open Molecules 2025 dataset.

The frontier orbital gap comes out at 8.723 eV. The total charge is 0. The HOMO energy is -8.98 eV. As for the spin multiplicity: 1. The value obtained for the LUMO energy is -0.25 eV.

Structure (XYZ):
```
10
Properties=species:S:1:pos:R:3:mulliken_charge:R:1
C -0.266 -0.526 0.724 -0.311
N 0.275 1.351 -0.643 -0.634
N 0.463 0.624 0.222 0.679
N -0.954 -0.549 -1.679 0.185
O -1.494 -0.494 -2.746 -0.398
O 1.686 0.671 1.116 -0.596
S -1.796 -0.741 -0.246 0.052
H 0.382 -1.400 0.644 0.320
H -0.538 -0.348 1.766 0.339
H 2.240 1.412 0.841 0.363
```

---

The following is a quantum chemistry calculation of the molecule CH3N3O2S in a non-equilibrium geometry, from the Open Molecules 2025 dataset.

The frontier orbital gap (alpha / beta) comes out at 7.922 / 8.110 eV. The total charge is 0. The HOMO energy (alpha / beta) is -8.21 / -8.12 eV. As for the spin multiplicity: 1. The value obtained for the LUMO energy (alpha / beta) is -0.29 / -0.01 eV.

Structure (XYZ):
```
10
Properties=species:S:1:pos:R:3:mulliken_charge:R:1
C 0.183 -0.763 0.106 -0.492
N -0.791 1.247 -0.025 -0.365
N -2.026 0.564 0.243 0.539
N 0.367 0.651 0.257 0.647
O -3.115 0.921 -0.191 -0.583
O 1.324 1.143 0.838 -0.661
S -1.622 -1.171 0.439 -0.053
H 0.349 -0.776 -0.941 0.337
H 0.855 -1.464 0.615 0.376
H -0.829 2.207 0.267 0.255
```

---

The following is a quantum chemistry calculation of the molecule CH3N3OS in a non-equilibrium geometry, from the Open Molecules 2025 dataset.

The frontier orbital gap comes out at 8.858 eV. The total charge is 0. The HOMO energy is -9.18 eV. As for the spin multiplicity: 1. The SMILES is [H]/N=N/N=S(=C)=O. The value obtained for the LUMO energy is -0.32 eV.

Structure (XYZ):
```
9
Properties=species:S:1:pos:R:3:mulliken_charge:R:1
H -0.677 1.582 -0.768 0.183
N -0.008 1.300 -0.196 -0.290
N 1.087 1.863 -0.175 0.337
N 2.125 1.622 0.296 -0.269
S 2.260 -0.445 0.440 0.366
C 0.578 -0.779 0.329 -0.479
O 2.837 -0.588 -0.896 -0.541
H 0.033 -0.695 1.261 0.355
H 0.050 -1.188 -0.509 0.338
```

---

The following is a quantum chemistry calculation of a structure of composition CH3N4 in a non-equilibrium geometry, from the Open Molecules 2025 dataset.

The frontier orbital gap (alpha / beta) comes out at 8.045 / 8.043 eV. The total charge is +1. The HOMO energy (alpha / beta) is -16.42 / -16.42 eV. As for the spin multiplicity: 1. The value obtained for the LUMO energy (alpha / beta) is -8.38 / -8.38 eV.

Structure (XYZ):
```
8
Properties=species:S:1:pos:R:3:mulliken_charge:R:1
C 0.032 -0.271 0.080 0.545
N 0.607 -1.536 -0.117 -0.113
N -0.504 -1.970 -0.438 0.099
N -1.162 -0.657 -0.313 -0.068
N 0.895 1.284 0.314 -0.341
H -2.107 -0.359 -0.048 0.326
H 1.834 1.385 -0.034 0.283
H 0.405 2.127 0.555 0.268
```

---

The following is a quantum chemistry calculation of a cluster of 2 separate species, CH3N4 in total in a non-equilibrium geometry, from the Open Molecules 2025 dataset.

The frontier orbital gap comes out at 10.002 eV. The total charge is +1. The HOMO energy is -16.95 eV. As for the spin multiplicity: 1. The value obtained for the LUMO energy is -6.95 eV.

Structure (XYZ):
```
8
Properties=species:S:1:pos:R:3:mulliken_charge:R:1
C -0.214 -0.905 0.226 0.593
N 0.601 2.230 -1.287 -0.172
N 0.466 1.149 -1.478 0.165
N 0.394 -0.868 -0.813 -0.088
N -0.511 -0.191 1.274 -0.344
H 0.540 -1.589 -1.423 0.296
H -0.140 0.706 1.419 0.250
H -1.136 -0.532 2.083 0.301
```

---

It is found that the energy above the lowest of the compared OMol25 structures with the same formula, charge and spin values, taken in the order of the records, are 49.9, 903.3, 889.7, 513.5, 660.9, 501.6, 699.6, 172.9 kJ/mol.
It is found that the E values, taken in the order of the records, are -7598.9047, -9642.0689, -9642.2103, -20480.2573, -20478.7296, -18433.8002, -7031.3413, -7036.8003 eV.